The following is a quantum chemistry calculation of 6 unconnected molecules or ions with the total composition C30H48F10N7O7S, from OMol25.

As for the HOMO energy: -10.43 eV. The calculation puts the energy at -94653.4610 eV. Its frontier orbital gap is 5.25 eV. The LUMO energy comes out at -5.17 eV. Its net charge is +1. As for the largest force on an atom: 0.85 eV/Å.

Positions of all 103 atoms, in Å:
C 1.82821 -1.34997 0.57267
C 2.27377 -1.12397 -0.52389
C 2.87556 -0.80002 -1.81825
C 3.60062 0.55775 -1.76870
C 3.84880 1.10365 -3.19448
C 4.40347 2.49564 -3.14775
C 3.68076 3.64171 -2.83024
S 1.89984 3.78268 -2.48563
O 1.61612 3.14306 -1.24196
O 1.61128 5.16917 -2.70953
C 1.05156 2.81324 -3.84558
F 0.99733 1.53836 -3.45775
F 1.81165 2.90741 -4.95707
C -0.41274 3.31334 -4.11684
F -0.88771 3.83232 -2.97776
F -1.14389 2.24632 -4.44528
C -0.55235 4.37840 -5.25487
F -1.70037 5.02619 -5.02788
F 0.45634 5.25645 -5.17069
C -0.60582 3.78606 -6.71697
F -1.84618 3.74878 -7.15168
F -0.10049 2.55340 -6.76316
F 0.11397 4.55291 -7.51980
C 4.33633 4.89466 -2.70313
N 5.62621 5.05217 -2.89077
N 6.28263 3.95152 -3.23305
C 5.79646 2.72061 -3.38136
C 6.76512 1.64844 -3.78896
C 6.56463 1.23761 -5.26523
F 7.49510 1.92285 -6.02855
H 1.40829 -1.61176 1.52960
H 2.10407 -0.78005 -2.59788
H 3.57590 -1.59128 -2.11059
H 2.97909 1.24825 -1.19922
H 4.56723 0.44125 -1.27147
H 4.58548 0.43926 -3.65315
H 2.96601 1.03034 -3.82505
H 3.76855 5.78438 -2.45435
H 7.27322 4.10416 -3.40104
H 7.77868 2.05085 -3.73241
H 6.67924 0.79400 -3.11758
H 6.68790 0.16277 -5.40226
H 5.57044 1.51274 -5.63340
C -1.09409 -3.22299 -3.09609
C 0.07611 -4.00032 -2.53451
O 0.81333 -3.52329 -1.68763
N 0.26783 -5.26442 -2.99881
C -0.51262 -5.98954 -3.98198
H -1.11452 -2.25022 -2.61356
H -0.99650 -3.09195 -4.17527
H -2.03589 -3.73145 -2.89005
H 1.05378 -5.73259 -2.57583
H -0.93627 -6.89494 -3.54496
H 0.10878 -6.27722 -4.83186
H -1.32720 -5.37254 -4.34557
C -3.59344 1.38914 -2.60034
C -3.56949 0.02961 -1.93527
O -3.36250 -0.98670 -2.58171
N -3.78509 -0.01299 -0.59975
C -4.05032 1.08932 0.31392
H -3.40408 1.23936 -3.65815
H -4.56556 1.86869 -2.48020
H -2.82767 2.04161 -2.18135
H -3.75290 -0.94610 -0.21909
H -3.27248 1.13253 1.07918
H -5.01976 0.95601 0.79604
H -4.05719 2.03084 -0.22573
C 2.78740 -4.06858 3.98163
C 1.78216 -2.94519 4.07934
O 0.96464 -2.74224 3.18841
N 1.81494 -2.17168 5.18669
C 2.70377 -2.26373 6.33331
H 2.62489 -4.58466 3.04048
H 3.80618 -3.68052 4.00504
H 2.66367 -4.77505 4.80276
H 1.11781 -1.44306 5.19298
H 2.13095 -2.42366 7.24171
H 3.26055 -1.33519 6.45363
H 3.40681 -3.08073 6.20443
C -8.42833 -0.04241 0.02317
C -8.04956 0.38847 1.42085
O -7.02002 1.00903 1.64661
N -8.89561 0.06245 2.42830
C -10.14998 -0.66135 2.35008
H -7.65169 0.29191 -0.65776
H -8.51119 -1.12767 -0.04166
H -9.37850 0.40019 -0.27699
H -8.58572 0.37998 3.33341
H -10.97166 -0.04449 2.71641
H -10.10633 -1.56974 2.95246
H -10.36135 -0.94014 1.32358
C -0.37940 -1.91656 9.37593
C 0.79591 -1.02423 9.70539
O 1.59824 -0.67191 8.85310
N 0.93333 -0.62453 10.99391
C 0.08950 -0.94183 12.13003
H -0.34921 -2.14570 8.31490
H -0.33266 -2.84805 9.94085
H -1.32242 -1.41807 9.60138
H 1.73490 -0.03310 11.14836
H -0.32673 -0.03170 12.56401
H 0.66256 -1.45939 12.90048
H -0.73049 -1.58241 11.82428


The following is a quantum chemistry calculation of 10 unconnected molecules or ions with the total composition C30H48F4O30, from OMol25.

As for the HOMO energy: -10.23 eV. Its structure (SMILES) is O=C1OC[C@@H](F)O1.O=C1OC[C@@H](F)O1.O=C1OC[C@@H](F)O1.O=C1OC[C@@H](F)O1.COC(=O)OC.COC(=O)OC.COC(=O)OC.COC(=O)OC.COC(=O)OC.COC(=O)OC. The calculation puts the energy at -104179.7754 eV. Its frontier orbital gap is 10.63 eV. The LUMO energy comes out at 0.40 eV. As for the largest force on an atom: 5.58 eV/Å. The calculation puts the energy above the lowest of the compared OMol25 structures with the same formula, charge and spin at 0.0 kcal per mole.

Positions of all 112 atoms, in Å:
C 15.89962 -11.34414 13.00575
C 15.35359 -10.01431 12.42990
O 13.96256 -10.31566 12.22073
C 13.72234 -11.63793 12.36946
O 12.64815 -12.12027 12.05873
O 14.84277 -12.24447 12.61649
F 16.09374 -9.76249 11.29601
H 15.92774 -11.31652 14.09503
H 16.87476 -11.59123 12.58606
H 15.36695 -9.09090 13.00889
C 18.45477 -7.37779 9.45786
C 18.63741 -7.12194 7.97043
O 18.04357 -8.27837 7.37368
C 17.72602 -9.20374 8.37024
O 17.25485 -10.29860 8.21512
O 18.24020 -8.78103 9.52996
F 19.92674 -7.10789 7.77868
H 17.51778 -6.98621 9.85386
H 19.21055 -7.06013 10.17617
H 18.17379 -6.20652 7.60278
C 13.85203 -6.48906 7.26454
C 12.80944 -5.69634 8.03759
O 13.14864 -5.98515 9.34544
C 14.44130 -6.36602 9.32218
O 15.02232 -6.73215 10.33719
O 14.95649 -6.33499 8.08927
F 11.62023 -6.15803 7.75512
H 14.10469 -6.11608 6.27199
H 13.61596 -7.55134 7.20181
H 12.89072 -4.63320 7.81129
C 6.39037 -8.09441 7.47297
C 7.74411 -8.81841 7.37175
O 7.60674 -9.27888 6.05057
C 6.22922 -9.58579 5.81172
O 5.84629 -10.37749 4.97506
O 5.48513 -8.82176 6.62619
F 7.93173 -9.86904 8.16587
H 6.60926 -7.04525 7.27437
H 5.84243 -8.03754 8.41352
H 8.60745 -8.16410 7.49269
C 10.70588 -11.67556 15.85763
O 11.04583 -10.55082 15.09086
C 10.13968 -9.62948 14.49986
O 10.53998 -8.66878 13.80390
O 8.90599 -9.85850 15.04005
C 7.93466 -8.93279 14.81999
H 11.62069 -12.25519 15.98116
H 10.04817 -12.24959 15.20494
H 10.40396 -11.44296 16.87883
H 7.03299 -9.16787 15.38551
H 7.74381 -8.90766 13.74712
H 8.26498 -7.95399 15.16776
C 13.57066 -10.35582 8.37178
O 12.68168 -9.59158 9.13912
C 11.41148 -9.51977 8.71876
O 10.95672 -10.06729 7.72682
O 10.59378 -8.78054 9.47015
C 10.92199 -8.44653 10.77886
H 13.75227 -9.86267 7.41683
H 13.11277 -11.28196 8.02436
H 14.57495 -10.29223 8.79066
H 10.79983 -9.25069 11.50446
H 10.25892 -7.66871 11.15759
H 11.97472 -8.17290 10.84944
C 12.00059 -10.40988 4.64448
O 12.07498 -9.58920 3.50988
C 12.89745 -8.49236 3.53349
O 13.68103 -8.03639 4.33968
O 12.66177 -7.93168 2.32755
C 13.49020 -6.86554 1.85221
H 11.22126 -10.01755 5.29779
H 12.83343 -10.37863 5.34698
H 11.77404 -11.44969 4.40876
H 13.90276 -6.21959 2.62723
H 13.08290 -6.25066 1.04964
H 14.46194 -7.09182 1.41333
C 3.41001 -7.09308 10.95453
O 4.53956 -7.78661 10.43382
C 5.36243 -8.42106 11.25857
O 5.39301 -8.44551 12.47278
O 6.22969 -9.12243 10.50820
C 7.37430 -9.55729 11.00969
H 2.57962 -7.79529 11.02850
H 3.15487 -6.20543 10.37566
H 3.63700 -6.85753 11.99428
H 7.15156 -10.30576 11.77015
H 7.89194 -8.72068 11.47899
H 7.90422 -10.04470 10.19133
C 9.79237 -12.19569 10.47538
O 8.48563 -12.36368 9.82871
C 7.70913 -13.39802 9.89189
O 7.89497 -14.35225 10.58508
O 6.71616 -13.28609 8.98856
C 5.97473 -14.46291 8.62496
H 9.82089 -11.21714 10.95467
H 10.62096 -12.21902 9.76758
H 9.90001 -12.85032 11.34023
H 5.23087 -14.70664 9.38348
H 6.48715 -15.38320 8.34462
H 5.30425 -14.06143 7.86511
C 12.25690 -14.72002 8.33172
O 12.14835 -15.22967 6.92385
C 12.50056 -14.45521 5.92326
O 13.10266 -13.39474 5.93666
O 12.16794 -15.09584 4.81847
C 12.52187 -14.70399 3.45922
H 12.77528 -13.76234 8.28453
H 12.73750 -15.43358 9.00101
H 11.21327 -14.47417 8.52797
H 13.55721 -14.95166 3.22508
H 12.31661 -13.63638 3.38053
H 11.89975 -15.19626 2.71173


The following is a quantum chemistry calculation of a molecular structure, C30H48FN2O6P2TaTe, from OMol25.

As for the HOMO energy: -13.92 eV. The calculation puts the energy at -77289.9526 eV. Its frontier orbital gap is 8.09 eV. The LUMO energy comes out at -5.83 eV. Its net charge is +2. As for the largest force on an atom: 0.60 eV/Å. The calculation puts the energy above the lowest of the compared OMol25 structures with the same formula, charge and spin at 1.6 kcal per mole.

Positions of all 91 atoms, in Å:
Ta 0.83270 0.64431 0.35453
C -4.36515 -3.28566 4.48593
C -3.60411 -2.16812 5.18424
C -4.47168 -1.26483 6.04614
C -5.49127 -0.52445 5.19422
C -4.81896 0.17438 4.04434
C -5.41083 1.25076 3.42587
C -4.77496 1.91136 2.37403
F -5.39725 2.94379 1.81150
C -3.54048 1.54328 1.92170
C -2.91143 0.44956 2.53379
C -1.60743 0.03806 2.09830
O -1.03978 0.70887 1.13107
C -1.01730 -1.05504 2.72716
C -1.71647 -1.70289 3.74064
N -2.90936 -1.33260 4.15444
C -3.55243 -0.24164 3.58136
C 0.31928 -1.62072 2.39134
O 0.79994 -2.55106 2.96440
O 0.94014 -0.99777 1.37255
H -4.88241 -3.89372 5.22727
H -3.68542 -3.93450 3.93336
H -5.10554 -2.89356 3.78842
H -2.80516 -2.58846 5.79414
H -3.83542 -0.55177 6.57522
H -4.96620 -1.87564 6.80009
H -6.02922 0.20867 5.79439
H -6.24397 -1.21651 4.80865
H -6.37813 1.61199 3.75250
H -3.05929 2.08112 1.11896
H -1.26727 -2.56370 4.22060
C 5.42891 2.09324 -1.12380
C 4.60777 3.22897 -0.57024
O 4.35622 3.01997 0.86304
P 3.01265 2.42017 1.38807
O 2.79649 1.04035 0.67010
Te 0.94666 3.48285 0.84426
O 3.21251 2.26228 2.91324
C 4.43996 1.63491 3.47862
C 5.31044 2.70612 4.07173
H 5.65233 2.29094 -2.17272
H 4.89190 1.14695 -1.05286
H 6.37283 2.00395 -0.58810
H 3.64567 3.33767 -1.07505
H 5.13320 4.17886 -0.61307
H 4.93459 1.07906 2.68258
H 4.06333 0.93606 4.21993
H 5.66637 3.39735 3.30951
H 6.17445 2.23382 4.54112
H 4.76826 3.25984 4.83646
C 1.38181 2.19046 -3.59716
C 0.36212 1.12405 -4.03772
C 0.63373 0.72321 -5.49571
C -1.02223 1.78396 -3.95329
P 0.44987 -0.34085 -2.88240
N 0.61415 0.27799 -1.38487
C -1.11550 -1.35721 -2.86303
C -2.23413 -0.59264 -2.13185
C -1.58769 -1.71452 -4.28074
C -0.88983 -2.64773 -2.05991
C 1.97475 -1.38108 -3.16799
C 1.80852 -2.33393 -4.36042
C 3.19478 -0.48102 -3.42055
C 2.30260 -2.18250 -1.89493
H 1.24845 3.05283 -4.25204
H 2.41456 1.87018 -3.68878
H 1.20094 2.51684 -2.57227
H 0.49187 1.60832 -6.11797
H -0.05006 -0.04217 -5.85813
H 1.65424 0.37944 -5.65132
H -0.97717 2.71155 -4.52533
H -1.29029 2.04199 -2.92711
H -1.80938 1.17494 -4.39278
H -2.57705 0.28957 -2.65995
H -1.93146 -0.30281 -1.12486
H -3.08573 -1.26955 -2.04590
H -1.90441 -0.83823 -4.84468
H -2.45498 -2.37077 -4.18890
H -0.83631 -2.24766 -4.85827
H -0.55259 -2.43812 -1.04248
H -0.18919 -3.33187 -2.53214
H -1.84863 -3.16340 -1.99217
H 1.53532 -1.81387 -5.27836
H 1.07832 -3.11780 -4.17353
H 2.76863 -2.82226 -4.53512
H 3.15473 0.03503 -4.37664
H 4.07594 -1.12442 -3.43579
H 3.33123 0.24755 -2.61975
H 1.49812 -2.81893 -1.53950
H 2.61066 -1.52467 -1.08120
H 3.15166 -2.82678 -2.12843